Density functional theory data (ωB97M-V with the def2-TZVPD basis set) for C4H7NO2 as an isolated structure in a non-equilibrium geometry.

Structure (XYZ):
```
14
Properties=species:S:1:pos:R:3:forces:R:3:nbo_charge:R:1
C 0.6786 0.1823 2.0417 -1.40 -1.77 0.97 -0.73
C 0.1454 1.2156 1.0266 0.00 2.74 4.16 0.69
C 0.1361 -0.4668 -0.7255 -0.72 -0.82 -4.91 0.70
C -0.6879 -0.7839 -2.1196 2.68 -4.06 2.69 -0.71
H 1.6040 -0.1851 1.6401 0.84 0.11 0.20 0.26
H 0.8059 0.6193 3.1689 -0.62 -1.21 -3.06 0.26
H 0.0531 -0.9709 1.8850 1.44 3.78 1.01 0.23
H -1.2449 1.1024 -0.5074 3.04 -1.22 0.60 0.43
H -1.7558 -0.9270 -1.7561 1.24 -0.84 -0.97 0.22
H -0.7014 -0.0509 -2.8549 0.33 1.75 -0.96 0.22
H 0.1278 -1.7500 -2.5964 -3.47 2.62 1.48 0.25
N -0.2944 0.6416 -0.1646 -4.40 4.70 0.64 -0.68
O 0.0143 2.4358 1.3846 0.10 -4.69 -2.43 -0.56
O 1.1194 -1.0625 -0.4224 0.94 -1.09 0.59 -0.58
```
Positions in Å, forces in eV/Å.

Summary:
HOMO energy   -10.251 eV
Gap between HOMO and LUMO   10.54 eV

***

Density functional theory data (ωB97M-V with the def2-TZVPD basis set) for one molecule with the formula C4H9N in a non-equilibrium geometry.

Structure (XYZ):
```
14
Properties=species:S:1:pos:R:3:forces:R:3:nbo_charge:R:1
C -0.2356 1.1944 1.0204 -2.39 1.79 0.88 -0.60
C -0.1911 0.1260 -0.0682 2.78 0.79 5.08 0.01
C -1.2272 -0.8338 -0.1158 -5.85 0.18 -4.24 -0.60
C 1.0887 -0.6979 0.0721 0.82 -1.09 -2.19 -0.29
N 0.8034 0.3406 -1.0226 -0.29 -3.16 -4.18 -0.55
H 0.5500 2.0125 0.8408 -1.23 -1.33 0.46 0.24
H -1.3805 1.7408 1.1567 3.23 -1.44 -0.69 0.20
H -0.0901 0.6346 1.9798 0.03 0.94 -0.58 0.22
H -2.3334 -0.2318 -0.3623 2.76 -1.42 -0.28 0.18
H -0.8184 -1.3853 -1.1274 -2.23 -0.03 2.68 0.21
H -1.6879 -1.2985 0.7891 1.73 -0.40 -0.60 0.25
H 1.9564 -0.4587 0.6895 -0.49 0.14 -0.03 0.21
H 1.0683 -1.8244 -0.3291 -0.03 2.68 1.18 0.19
H 0.5034 -0.3058 -1.9301 1.17 2.35 2.51 0.33
```
Positions in Å, forces in eV/Å.

Summary:
Structure (SMILES)   CC1(C)CN1
HOMO energy   -9.155 eV
Gap between HOMO and LUMO   10.15 eV

***

Density functional theory data (ωB97M-V with the def2-TZVPD basis set) for a 2-piece molecular cluster, C3H10NO3 overall.

Structure (XYZ):
```
17
Properties=species:S:1:pos:R:3:forces:R:3:nbo_charge:R:1
O -0.3962 -2.4652 -0.7877 0.19 -0.45 0.27 -0.67
C -0.0399 -1.2903 -1.2971 -0.02 0.03 0.07 0.76
C 0.9921 -0.5969 -0.4166 -0.01 0.20 -0.18 -0.32
N 0.2810 0.3044 0.5520 0.72 0.20 -0.31 -0.48
C 1.1433 0.7524 1.6897 -0.28 0.21 0.37 -0.42
O -0.4780 -0.7681 -2.2724 -0.16 0.05 -0.42 -0.52
H -0.9779 -2.9871 -1.3690 0.00 0.42 -0.06 0.53
H 1.5966 0.0420 -1.0508 0.08 0.03 -0.08 0.25
H 1.6463 -1.2722 0.1145 -0.13 -0.26 0.25 0.25
H -0.0144 1.1316 0.0206 -0.43 -0.29 0.26 0.47
H -0.5757 -0.1249 0.8845 -0.20 -0.11 0.09 0.45
H 1.8784 0.0016 1.9458 0.08 -0.12 -0.15 0.24
H 0.5191 0.9343 2.5534 -0.22 -0.02 0.13 0.24
H 1.6011 1.6944 1.4325 0.34 0.08 -0.20 0.24
H -3.0563 1.2368 -0.3636 0.09 0.09 -0.03 0.50
H -2.0048 1.9639 -1.2236 -0.24 -0.20 0.21 0.50
O -2.1147 1.4434 -0.4123 0.19 0.13 -0.22 -0.99
```
Positions in Å, forces in eV/Å.

Summary:
HOMO energy   -15.047 eV
Net charge   +1
Gap between HOMO and LUMO   11.79 eV

***

Density functional theory data (ωB97M-V with the def2-TZVPD basis set) for a 2-piece molecular cluster, C3H7N2 overall in a non-equilibrium geometry.

Structure (XYZ):
```
12
Properties=species:S:1:pos:R:3:forces:R:3:mulliken_spin:R:1
C -0.2690 -1.1818 0.6765 -1.04 -0.57 -2.87 0.01
C -0.3979 1.2761 0.0729 -1.80 2.49 0.88 0.05
C 0.0975 -0.0327 -0.2427 -0.66 0.04 3.73 0.56
N 2.3626 0.0258 -0.9674 2.49 0.20 -1.31 0.40
N 1.2939 0.0948 -0.7179 0.28 -1.63 0.63 -0.02
H -1.2330 -1.6293 0.3333 0.54 0.14 -0.15 0.04
H -0.5473 -0.7855 1.6077 0.13 0.67 1.41 0.02
H 0.4551 -1.9609 0.7082 0.60 -0.50 0.14 0.00
H -1.0830 1.7722 -0.6694 0.44 -0.61 0.46 0.05
H -0.9346 1.2259 1.0775 0.64 0.36 -1.45 0.01
H 0.5031 1.9200 0.1211 -0.83 0.26 0.26 0.02
H -0.2474 -0.7245 -1.9997 -0.80 -0.85 -1.74 0.85
```
Positions in Å, forces in eV/Å.

Summary:
Multiplicity   3
HOMO energy (alpha / beta)   -13.829 / -18.571 eV
Net charge   +1
Gap between HOMO and LUMO (alpha / beta)   8.37 / 10.04 eV

***

- Which formula does entry 4 have?
  C3H7N2